Record 1
{
  "formula": "C19H45BNO7P2",
  "method": "ωB97M-V with the def2-TZVPD basis set",
  "total_energy_ha": -2040.050428,
  "multiplicity": 1,
  "charge": -1,
  "gap_ev": 5.78,
  "max_force_ev_per_a": 0.49,
  "species": ["P", "P", "O", "O", "O", "O", "O", "O", "O", "N", "C", "C", "C", "C", "C", "C", "C", "C", "C", "C", "C", "C", "C", "C", "C", "C", "C", "C", "C", "B", "H", "H", "H", "H", "H", "H", "H", "H", "H", "H", "H", "H", "H", "H", "H", "H", "H", "H", "H", "H", "H", "H", "H", "H", "H", "H", "H", "H", "H", "H", "H", "H", "H", "H", "H", "H", "H", "H", "H", "H", "H", "H", "H", "H", "H"],
  "coordinates": [[4.926973, 3.747573, 1.808922], [2.043565, 1.186717, -1.229120], [-5.753526, -1.236071, 2.154146], [0.896559, 1.440504, -0.123358], [1.562207, 1.253473, -2.620825], [0.805300, -3.288123, 0.747568], [6.030972, 4.546363, 2.811204], [-2.220698, -1.265401, -2.107541], [2.470647, -0.288795, -0.813405], [3.682526, 4.980750, 1.694503], [2.843978, -0.636096, 0.529202], [-6.643405, -2.150183, 2.789794], [0.387762, 2.774045, 0.045425], [4.804075, 4.397788, -1.173008], [-1.401691, -3.457540, -0.060794], [-4.511956, -3.165771, 2.713019], [-1.976944, 0.237156, -3.911083], [-1.118219, 2.726443, 0.265252], [-5.996510, -3.525924, 2.674655], [4.325769, -0.438941, 0.817504], [-1.610766, -0.010226, -2.456328], [-4.495386, -1.870396, 1.912021], [-0.319819, -2.477004, 0.370216], [-3.348699, -0.432433, -4.003788], [3.402095, 2.261888, -0.784458], [0.416624, -4.652280, 0.852733], [-3.150472, -1.652955, -3.111621], [3.544181, 3.568998, -1.572557], [-1.107640, -4.664600, 0.827655], [5.775587, 3.836373, 0.031486], [-1.428939, 3.469924, 1.000816], [-1.988518, 1.296744, -4.160300], [-0.538651, -0.069874, -2.292568], [6.754507, 4.559944, 0.151055], [-6.304407, -4.201869, 3.471629], [2.556686, -1.678800, 0.658870], [5.417736, 4.531519, -2.070370], [-2.737703, -2.492479, -3.685011], [-6.770491, -1.862149, 3.839675], [4.634423, -1.150981, 1.585393], [-4.072106, -1.988451, -2.629386], [-0.635762, -1.883854, 1.236380], [0.825606, -5.212449, 0.003518], [2.849134, 4.701018, 2.195988], [-1.512631, -5.601953, 0.446082], [4.919425, -0.614913, -0.081457], [-6.249136, -3.986268, 1.717194], [0.903380, 3.214834, 0.901206], [-2.018065, 0.772332, -1.807843], [6.179417, 2.698594, -0.204619], [-3.640408, -0.699472, -5.019577], [-3.863579, -3.928592, 2.283443], [-7.615435, -2.089670, 2.297470], [4.561585, 0.565699, 1.174749], [4.472869, 5.413140, -0.919938], [-1.260991, -0.258734, -4.568938], [5.975202, 4.108377, 3.668040], [0.837872, -5.066290, 1.771023], [2.248949, -0.052607, 1.235903], [-4.392225, -2.070813, 0.840339], [0.633042, 3.362489, -0.841537], [-2.399247, -3.039158, 0.060292], [-0.016294, -1.794508, -0.421620], [-1.503880, -4.503781, 1.833910], [3.433505, 5.186315, 0.735678], [-1.400308, 1.736949, 0.625226], [3.318793, 2.455897, 0.290190], [-4.192642, -2.983041, 3.741193], [2.638681, 4.173754, -1.440011], [-3.697393, -1.189823, 2.210058], [4.311778, 1.673359, -0.916274], [-4.118626, 0.220540, -3.586014], [-1.665850, 2.925599, -0.656944], [3.559369, 3.315304, -2.635480], [-1.271760, -3.707131, -1.114856]],
  "forces_ev_per_angstrom": [[-0.146, 0.222, 0.139], [0.016, -0.073, 0.038], [-0.018, 0.005, 0.014], [-0.257, 0.108, -0.083], [0.033, -0.016, 0.160], [-0.004, 0.061, 0.038], [0.111, -0.249, 0.126], [0.003, -0.001, 0.064], [-0.077, 0.004, -0.202], [-0.085, -0.472, 0.021], [0.075, -0.055, 0.483], [0.001, -0.027, -0.017], [0.100, -0.095, -0.073], [-0.165, -0.095, 0.103], [-0.019, 0.062, 0.006], [-0.009, -0.003, -0.013], [-0.032, -0.014, -0.008], [0.020, 0.061, -0.041], [0.010, 0.013, 0.008], [0.051, 0.097, -0.084], [-0.037, -0.002, -0.005], [0.046, 0.000, -0.015], [0.033, -0.112, 0.011], [0.024, 0.007, -0.006], [0.063, 0.083, -0.150], [-0.030, 0.005, -0.009], [-0.002, 0.031, -0.029], [0.004, 0.094, 0.040], [0.007, 0.041, -0.004], [0.189, 0.039, -0.242], [0.012, -0.015, -0.008], [0.008, 0.003, -0.003], [0.057, 0.000, 0.001], [-0.103, 0.033, 0.045], [0.006, 0.000, 0.005], [0.030, 0.040, -0.184], [0.037, -0.039, 0.048], [-0.004, 0.002, 0.001], [0.005, -0.002, 0.001], [0.035, 0.023, -0.010], [0.002, 0.001, -0.007], [-0.003, -0.018, -0.002], [-0.005, -0.004, 0.000], [-0.001, 0.122, -0.028], [-0.004, -0.001, -0.009], [-0.019, -0.135, 0.032], [0.004, 0.006, -0.006], [0.003, 0.007, -0.001], [-0.013, -0.017, -0.004], [-0.033, 0.009, 0.046], [0.006, 0.000, 0.001], [-0.012, -0.003, -0.005], [-0.005, 0.000, 0.005], [-0.046, -0.034, -0.034], [0.045, 0.034, -0.081], [0.004, -0.001, 0.002], [0.017, 0.170, -0.161], [-0.001, -0.009, 0.000], [-0.060, 0.006, -0.064], [-0.012, 0.018, -0.001], [-0.043, 0.085, 0.067], [-0.007, -0.037, -0.008], [0.033, -0.009, -0.002], [0.015, 0.004, 0.002], [0.054, 0.175, -0.020], [-0.005, 0.036, 0.070], [0.048, -0.062, -0.008], [-0.001, 0.005, 0.001], [0.015, -0.046, 0.018], [0.002, 0.009, -0.011], [0.004, 0.053, 0.015], [0.005, 0.000, 0.005], [0.025, -0.107, 0.000], [0.008, 0.007, 0.020], [-0.013, -0.025, 0.004]],
  "mulliken_charge": [0.0252, 1.0700, -0.4506, -0.1570, -0.8825, -0.3549, -0.4351, -0.2041, -0.4018, -0.7372, 0.1143, -0.5197, 0.0375, -1.5858, 0.2356, -0.2711, -0.5996, -1.3217, -0.6079, -1.2837, 0.2634, -0.0141, 0.1068, -0.6402, -0.1801, -0.6324, -0.5602, 0.0121, -0.5671, 0.1626, 0.4179, 0.3848, -0.0720, -0.2271, 0.3646, 0.3417, 0.2608, 0.3240, 0.2738, 0.4381, 0.2876, 0.0891, 0.2748, 0.2879, 0.4019, 0.3040, 0.2803, 0.1651, -0.1891, -0.2534, 0.3736, 0.1083, 0.2903, 0.1406, 0.4245, 0.2849, 0.3132, 0.3358, 0.2387, 0.0068, 0.2251, -0.1599, -0.1467, 0.1744, 0.3036, 0.1627, -0.1260, 0.2965, 0.0433, 0.2265, 0.6519, 0.2500, 0.3132, 0.3060, 0.1868]
}

---

Record 2
{
  "formula": "C3H3N3O",
  "method": "ωB97M-V with the def2-TZVPD basis set",
  "total_energy_ha": -355.550842,
  "multiplicity": 1,
  "charge": 0,
  "relative_energy_kcal_mol": 55.9,
  "gap_ev": 8.37,
  "max_force_ev_per_a": 2.38,
  "species": ["O", "N", "N", "N", "C", "C", "C", "H", "H", "H"],
  "coordinates": [[-4.397622, -0.173912, 1.461538], [-1.923933, 1.063182, 3.537375], [0.449164, 0.087781, 1.095415], [-3.150070, 2.529969, -0.175587], [-3.554759, 0.688622, 1.538923], [-2.659725, 0.843219, 2.701380], [-3.171049, 1.586436, 0.479552], [1.116747, -0.187277, 1.842039], [0.868940, 0.658131, 0.292325], [0.059733, -0.786167, 0.675658]],
  "forces_ev_per_angstrom": [[0.587, 1.155, 0.010], [0.935, 0.173, 1.248], [0.117, -0.257, -1.352], [0.374, -0.181, -0.269], [0.335, -2.132, 0.622], [-1.297, -0.056, -1.085], [-0.849, 1.052, -0.463], [-0.428, 0.519, -1.157], [-0.421, -1.310, 1.937], [0.648, 1.036, 0.507]],
  "mulliken_charge": [-0.4075, -0.2451, -0.6739, -0.2983, 0.5168, 0.1845, 0.2379, 0.2243, 0.2354, 0.2260]
}

---

Record 3
{
  "formula": "C4H3N3",
  "method": "ωB97M-V with the def2-TZVPD basis set",
  "total_energy_ha": -318.418602,
  "multiplicity": 1,
  "charge": 0,
  "relative_energy_kcal_mol": 41.5,
  "gap_ev": 9.66,
  "max_force_ev_per_a": 4.88,
  "species": ["N", "N", "N", "C", "C", "C", "C", "H", "H", "H"],
  "coordinates": [[-0.195187, -1.283906, 0.208126], [-3.492198, -0.140708, -0.285980], [1.404890, 0.347720, -0.260733], [-0.895024, -0.067881, 0.315540], [0.154520, 0.938916, 0.138810], [1.141284, -0.992232, -0.132493], [-2.381571, -0.119989, 0.038962], [2.005992, -1.717559, -0.162469], [0.054461, 1.973835, 0.457915], [2.202834, 1.061803, -0.317681]],
  "forces_ev_per_angstrom": [[3.292, 1.023, -1.492], [1.081, -0.027, 0.440], [-3.548, 2.407, 2.341], [3.519, -0.092, -1.893], [-1.904, -0.772, -0.178], [-1.589, -1.429, 1.093], [1.624, 0.718, 0.599], [-1.606, 0.705, -0.182], [0.303, -0.057, -0.759], [-1.171, -2.476, 0.031]],
  "mulliken_charge": [-0.4798, -0.3714, -0.1114, 0.2470, -0.3521, -0.1663, 0.2331, 0.3270, 0.3597, 0.3143]
}

---

Record 4
{
  "formula": "C6H7BrO4",
  "method": "ωB97M-V with the def2-TZVPD basis set",
  "total_energy_ha": -3107.712747,
  "multiplicity": 1,
  "charge": 0,
  "relative_energy_kcal_mol": 9.0,
  "gap_ev": 9.72,
  "max_force_ev_per_a": 4.42,
  "species": ["Br", "O", "O", "O", "O", "C", "C", "C", "C", "C", "C", "H", "H", "H", "H", "H", "H", "H"],
  "coordinates": [[-4.247164, -0.215460, 0.419220], [-3.131651, 1.873576, -1.029922], [1.220272, 2.595958, -0.024187], [-1.489872, -2.370246, -0.207222], [-2.263405, -0.132809, -1.317511], [2.037977, 1.548800, 0.215594], [1.384004, 0.197546, 0.017896], [1.184293, -0.750488, 0.919579], [-0.425484, -2.329458, 0.221643], [0.838022, -2.153596, 0.610904], [-3.095872, 0.707910, -0.885904], [1.489937, -2.909872, 0.805216], [1.407717, -0.432155, 2.023448], [1.274147, -0.125669, -1.023532], [2.253962, 1.641494, 1.290003], [2.985327, 1.581198, -0.466950], [0.768123, 2.307797, -0.822126], [-2.190333, -1.034522, -0.746154]],
  "forces_ev_per_angstrom": [[-0.660, 0.105, 0.275], [-0.362, 0.370, -0.631], [-1.609, 1.292, -1.316], [-1.777, -0.444, -0.286], [2.434, -3.685, -0.241], [2.047, -1.889, 1.035], [0.661, -0.508, -1.201], [0.995, 1.521, 2.546], [3.589, 0.171, 0.721], [-3.444, 1.857, -0.570], [-1.015, 0.997, 2.215], [1.468, -2.147, 0.437], [-0.469, -0.954, -1.902], [-0.211, 0.274, 0.052], [0.797, -0.217, -0.325], [-1.240, -0.146, 1.349], [-0.614, 0.850, -0.270], [-0.590, 2.552, -1.888]],
  "mulliken_charge": [-0.2596, -0.4269, -0.4534, -0.4701, -0.3783, -0.4711, 0.0320, -0.2639, 0.6633, -0.8594, 0.7187, 0.4587, 0.2052, 0.3598, 0.2915, 0.2053, 0.3148, 0.3333]
}

---

Record 5
{
  "formula": "C6H10N2",
  "method": "ωB97M-V with the def2-TZVPD basis set",
  "total_energy_ha": -343.946402,
  "multiplicity": 1,
  "charge": 0,
  "relative_energy_kcal_mol": 119.4,
  "gap_ev": 9.12,
  "max_force_ev_per_a": 6.85,
  "species": ["N", "N", "C", "C", "C", "C", "C", "C", "H", "H", "H", "H", "H", "H", "H", "H", "H", "H"],
  "coordinates": [[-1.895510, -1.254329, 0.621275], [1.251060, -1.007597, -0.538403], [2.402164, 0.740153, 0.289433], [2.592782, -0.499816, -0.104964], [0.809648, 0.907186, 0.361464], [-1.197500, -0.299533, -0.365083], [0.327414, -0.205191, -0.142041], [-1.777346, 1.236166, -0.383784], [-1.660469, -2.276284, 0.364984], [-1.867354, -0.937052, 1.694953], [-2.076718, 1.672179, 0.727082], [3.608303, -1.363225, 0.388550], [-1.242544, -0.807147, -1.416203], [3.237485, 1.198912, 0.617161], [-1.192047, 1.878584, -1.181684], [1.195026, -1.822612, -0.939117], [0.308720, 1.882900, 0.586260], [-2.823117, 0.956712, -0.579891]],
  "forces_ev_per_angstrom": [[0.488, 0.643, 0.282], [6.004, 1.820, 2.760], [-5.119, -0.563, 0.339], [0.256, -4.905, 0.061], [5.047, 4.039, 1.052], [1.169, -0.564, 0.043], [-4.646, 1.850, -0.010], [-1.284, -1.835, 1.278], [-0.370, 2.459, 1.289], [0.473, -1.345, -3.479], [1.979, -0.768, -2.633], [-3.479, 2.913, -2.443], [-0.732, 1.073, 1.672], [1.958, 2.424, 1.490], [-1.630, -1.148, 2.029], [-0.833, -5.378, -2.417], [0.628, -1.492, -0.139], [0.091, 0.778, -1.174]],
  "mulliken_charge": [-0.5818, -0.0631, -0.6415, -0.3025, -0.0534, 0.2283, -0.0020, -1.4157, 0.2520, 0.2642, 0.2621, 0.2199, 0.2920, 0.4374, 0.3366, -0.0061, 0.3446, 0.4289]
}

---

Record 6
{
  "formula": "C5H7N",
  "method": "ωB97M-V with the def2-TZVPD basis set",
  "total_energy_ha": -249.389648,
  "multiplicity": 1,
  "charge": 0,
  "relative_energy_kcal_mol": 52.5,
  "gap_ev": 10.76,
  "max_force_ev_per_a": 0.38,
  "species": ["N", "C", "C", "C", "C", "C", "H", "H", "H", "H", "H", "H", "H"],
  "coordinates": [[-0.718850, -1.122079, 1.685428], [-0.615374, 0.114250, 1.364893], [0.847710, 0.271902, -0.557141], [-0.567966, -0.004149, -0.137620], [-0.872270, -1.479761, 0.246424], [1.288354, 1.421115, -1.057454], [-1.310585, 0.534039, -0.738211], [2.350710, 1.597642, -1.197699], [1.562446, -0.502734, -0.275756], [-0.178705, -2.243091, -0.123901], [-1.900788, -1.800195, 0.057934], [-0.487259, 0.968965, 2.031905], [0.611069, 2.231694, -1.317984]],
  "forces_ev_per_angstrom": [[-0.141, 0.348, -0.079], [0.021, -0.068, 0.321], [0.113, 0.152, -0.016], [0.007, 0.057, -0.058], [-0.033, -0.285, -0.197], [-0.043, -0.112, 0.000], [0.155, -0.051, 0.160], [-0.161, -0.051, -0.092], [-0.054, 0.103, -0.081], [-0.057, 0.137, 0.140], [0.155, 0.039, -0.116], [-0.029, -0.153, -0.020], [0.068, -0.117, 0.036]],
  "mulliken_charge": [-0.5401, -0.1155, -0.2307, 0.1018, -0.5703, -0.7460, 0.3904, 0.2574, 0.2505, 0.2947, 0.2791, 0.3782, 0.2506]
}

---

Record 7
{
  "formula": "C2H9OS",
  "method": "ωB97M-V with the def2-TZVPD basis set",
  "total_energy_ha": -554.835048,
  "multiplicity": 2,
  "charge": 0,
  "relative_energy_kcal_mol": 53.3,
  "gap_ev": [4.82, 8.89],
  "max_force_ev_per_a": 3.81,
  "species": ["S", "O", "C", "C", "H", "H", "H", "H", "H", "H", "H", "H", "H"],
  "coordinates": [[-0.271007, 0.338025, -0.014421], [1.556249, -0.811820, 2.271691], [-1.972572, 1.004185, -0.476771], [0.736492, -0.327867, -1.463323], [0.120673, -0.732594, -2.200619], [2.354373, -0.639830, 2.783069], [0.544044, 0.212580, 1.062735], [0.933864, -1.455582, 2.752767], [1.428633, -1.051114, -1.040849], [1.149226, 0.476677, -1.977712], [-1.680268, 2.001848, -0.641294], [-2.273933, 0.389195, -1.357127], [-2.625776, 0.596297, 0.301859]],
  "forces_ev_per_angstrom": [[1.635, -1.166, -0.033], [-1.228, -1.496, 0.905], [-2.658, -1.848, -2.002], [-0.428, 0.165, 2.431], [-1.500, -1.233, -0.655], [-0.214, -0.342, 0.379], [1.597, -0.388, 0.188], [1.814, 1.477, -0.764], [0.089, 0.156, -0.272], [1.442, 1.444, -0.371], [-0.956, 1.229, -0.057], [0.160, 0.908, 0.067], [0.248, 1.094, 0.185]],
  "mulliken_charge": [-0.0102, -0.5926, -1.1522, -0.8727, 0.3384, 0.2767, 0.0870, 0.3091, 0.2834, 0.3063, 0.3690, 0.3068, 0.3510]
}

---

Record 8
{
  "formula": "H4NPSi",
  "method": "ωB97M-V with the def2-TZVPD basis set",
  "total_energy_ha": -687.901115,
  "multiplicity": 1,
  "charge": 0,
  "relative_energy_kcal_mol": 29.6,
  "gap_ev": 8.75,
  "max_force_ev_per_a": 4.39,
  "species": ["P", "Si", "N", "H", "H", "H", "H"],
  "coordinates": [[2.832580, 0.166963, 0.063110], [-0.462743, -0.467328, -0.056291], [1.739144, -0.903271, 0.074126], [2.194487, 1.484754, -0.027751], [-0.956450, -1.769706, -0.466854], [-0.811575, -0.044175, 1.294786], [-0.610863, 0.603057, -1.036457]],
  "forces_ev_per_angstrom": [[0.796, 0.854, 0.015], [4.233, -0.667, 0.303], [-4.387, -0.091, -0.221], [-0.062, -0.055, -0.027], [-0.311, -0.156, -0.066], [-0.181, -0.004, 0.162], [-0.089, 0.119, -0.166]],
  "mulliken_charge": [0.0843, 0.5088, -0.3917, -0.0148, -0.0627, -0.0595, -0.0643]
}